(1)
{"formula": "C2H10NO3", "method": "ωB97M-V with the def2-TZVPD basis set", "total_charge": -1, "gap_ev": 7.31, "homo_ev": -3.223, "max_force_ev_per_a": 5.81, "symbols": ["C", "N", "C", "O", "H", "H", "H", "H", "H", "H", "H", "H", "O", "H", "H", "O"], "positions_angstrom": [[0.957, -2.088, 0.632], [0.819, -1.606, -0.696], [-0.474, -0.761, -0.793], [-0.961, -0.432, 0.417], [1.914, -2.681, 0.633], [0.105, -2.554, 1.180], [1.206, -1.069, 1.302], [1.475, -0.784, -0.924], [-1.249, -1.382, -1.329], [-0.235, -0.042, -1.671], [-2.037, 1.228, -0.216], [-0.890, 1.352, 0.906], [-1.592, 1.863, 0.402], [0.509, 1.762, -0.448], [1.672, 1.829, 0.370], [1.166, 2.404, -0.064]], "mulliken_charge": [-0.5569, -0.5141, -0.5191, -0.8600, 0.2690, 0.1966, 0.1153, 0.3047, 0.2239, 0.3350, 0.3224, 0.3586, -0.6856, 0.3667, 0.3039, -0.6604]}

=====

(2)
{"formula": "C2H10NO3", "method": "ωB97M-V with the def2-TZVPD basis set", "total_charge": -1, "gap_ev": 7.84, "homo_ev": -3.700, "max_force_ev_per_a": 0.89, "symbols": ["C", "O", "C", "N", "H", "H", "H", "H", "H", "H", "H", "H", "O", "H", "H", "O"], "positions_angstrom": [[0.430, 0.537, 0.233], [-0.199, -0.652, 0.026], [-0.519, 1.732, 0.269], [-1.345, 1.745, 1.501], [1.210, 0.726, -0.549], [1.019, 0.558, 1.189], [-1.134, 1.650, -0.619], [0.057, 2.666, 0.178], [-1.013, 0.942, 2.051], [-2.280, 1.446, 1.250], [-0.823, -2.809, -2.120], [-0.859, -1.520, -1.153], [-1.343, -2.035, -1.869], [1.593, -1.302, 0.123], [2.915, -1.684, -0.584], [2.291, -1.999, 0.074]], "mulliken_charge": [-0.6423, -0.9464, -0.4313, -0.6919, 0.3693, 0.3131, 0.2470, 0.2674, 0.2738, 0.2881, 0.2609, 0.5139, -0.7379, 0.3642, 0.2707, -0.7186]}

=====

(3)
{"formula": "C2H10NOS2", "method": "ωB97M-V with the def2-TZVPD basis set", "total_charge": 1, "gap_ev": 9.87, "homo_ev": -13.186, "max_force_ev_per_a": 1.51, "symbols": ["N", "C", "C", "S", "S", "H", "H", "H", "H", "H", "H", "H", "H", "H", "H", "O"], "positions_angstrom": [[0.800, 0.611, -0.055], [-0.130, 1.312, 0.959], [-1.586, 0.864, 0.705], [-1.696, -0.933, 0.480], [-1.349, -0.994, -1.588], [1.201, -0.327, 0.122], [1.589, 1.221, -0.235], [0.292, 0.622, -0.942], [-0.024, 2.339, 0.614], [0.278, 1.099, 1.937], [-2.140, 1.243, 1.575], [-1.866, 1.323, -0.241], [-2.643, -1.227, -1.843], [2.239, -2.908, -1.059], [2.915, -2.098, 0.056], [2.121, -2.147, -0.485]], "mulliken_charge": [-0.2678, -0.3752, -0.7633, -0.0142, -0.2575, 0.3092, 0.3872, 0.2261, 0.3378, 0.3774, 0.3772, 0.4492, 0.2408, 0.3126, 0.3026, -0.6422]}

=====

The records above yield electronic energy values of -9867.119; -9869.338; -27437.786 eV, respectively.
The records above yield energy above the lowest of the compared OMol25 structures with the same formula, charge and spin values of 61.2; 10.0; 11.7 kcal per mole, respectively.
The records above yield LUMO values of 4.1; 4.1; -3.3 eV, respectively.